A molecular structure, C67H60ClCrN5OP3S, computed with ωB97M-V with the def2-TZVPD basis set.

CARTESIAN COORDINATES (ANGSTROEM)
H (0.660, -4.258, -1.554)
C (-1.762, 0.055, 5.094)
H (3.852, -1.751, -3.664)
C (3.601, -5.330, -2.810)
C (-3.919, 0.098, 0.755)
C (-2.979, -4.570, 0.735)
H (6.165, -2.740, 2.680)
P (-1.996, 1.462, -0.987)
N (3.116, -1.302, -3.148)
C (2.188, 3.724, 3.850)
Cl (-3.895, -6.016, 0.954)
H (0.982, -3.606, 4.947)
H (-1.886, 4.134, -0.701)
H (-0.114, -1.320, 5.073)
C (0.453, -2.178, -5.849)
H (4.004, -6.065, -3.494)
C (1.728, -4.323, -1.690)
C (-2.697, 5.748, 4.193)
C (4.310, -2.561, 1.639)
N (-1.392, 2.407, 0.387)
H (-3.590, 0.650, 1.619)
H (2.318, 3.713, 4.924)
H (0.729, 2.190, 3.923)
C (-1.422, 4.754, 1.296)
C (0.078, -5.488, 2.291)
C (3.397, -0.342, 1.496)
H (-3.477, 4.291, 1.887)
C (-1.746, -3.049, -0.664)
C (-1.932, 1.526, 3.196)
H (4.550, 1.217, 2.406)
H (5.362, -0.053, -3.295)
C (-2.409, 1.083, 4.421)
H (-6.111, 4.576, -3.398)
C (5.506, -0.697, 2.582)
C (3.946, -3.545, -1.229)
H (-0.125, -3.595, -4.329)
H (-0.187, 4.042, -0.313)
H (-2.410, 2.353, 2.686)
H (-0.398, -6.430, 2.046)
H (-2.771, -4.817, -1.369)
H (-1.033, 4.273, 2.194)
H (5.518, -4.502, -2.313)
C (-1.486, -2.200, 0.442)
H (1.850, -2.186, 3.156)
H (-4.396, 2.748, 0.069)
P (1.860, -2.331, 0.279)
H (-3.304, 4.853, 4.328)
H (2.060, 1.879, -0.318)
H (0.977, 3.426, -4.468)
P (-0.033, 1.556, 1.109)
H (6.370, -0.314, 3.108)
H (0.510, -2.936, -6.619)
C (2.827, 1.465, -0.950)
C (1.071, 2.831, 1.889)
H (-5.148, -1.894, -2.323)
C (0.718, -0.872, -6.164)
C (4.450, -4.463, -2.138)
C (3.419, -0.213, -2.405)
C (4.978, 1.564, -1.941)
C (-4.344, 3.006, -0.981)
C (4.494, 0.160, 2.182)
H (-2.130, -0.278, 6.056)
H (4.200, 3.041, -0.557)
C (2.915, 4.605, 3.066)
H (1.174, 1.842, -6.377)
H (2.326, -1.868, -2.904)
C (-5.423, -1.511, -0.228)
H (-0.136, -5.748, 4.410)
H (-5.462, -0.926, 1.831)
C (0.487, 1.885, -3.063)
C (1.281, 2.848, 3.271)
H (-3.009, -4.081, 2.827)
C (2.234, -5.243, -2.597)
C (1.328, -3.098, 2.898)
H (-1.781, -1.974, 2.555)
C (3.314, -1.694, 1.182)
H (3.257, 5.308, 1.070)
S (-3.107, 6.536, 2.616)
H (1.558, -5.900, -3.130)
H (4.628, -2.867, -0.737)
H (2.583, 0.319, 1.228)
H (3.627, 5.282, 3.518)
C (1.190, -3.474, 1.560)
H (4.223, -3.627, 1.467)
C (0.220, -5.106, 3.615)
C (0.660, 0.125, -5.167)
C (4.670, 0.407, -2.602)
C (-1.188, 3.848, 0.082)
C (2.715, 4.609, 1.694)
C (5.400, -2.061, 2.329)
N (0.295, 0.605, -2.802)
C (-1.247, -2.722, -1.943)
C (-2.538, -4.205, -0.505)
C (-3.195, 2.884, -3.093)
H (-2.938, 6.469, 4.969)
C (-3.295, 0.274, -0.469)
H (-3.333, 5.448, 0.553)
C (-0.168, -0.101, 3.309)
C (-5.301, 4.030, -2.931)
C (1.822, 3.723, 1.113)
C (0.334, -0.262, -3.847)
C (-5.356, 3.739, -1.572)
H (-0.854, 5.675, 1.147)
H (0.396, 2.571, -2.228)
C (-2.889, 5.124, 1.495)
C (0.907, 1.494, -5.387)
H (-2.352, 2.549, -3.688)
H (0.717, -0.542, 2.865)
C (4.015, 2.122, -1.095)
H (-6.263, -2.186, -0.134)
C (-2.680, -3.765, 1.846)
H (-1.674, -3.268, -2.784)
C (-4.977, -0.796, 0.872)
H (1.713, 3.764, 0.037)
C (0.020, -1.608, -3.551)
C (2.578, -3.488, -0.961)
Cr (0.451, -0.432, -0.937)
H (-3.281, 1.553, 4.858)
H (0.974, -0.593, -7.178)
H (-1.637, 5.504, 4.241)
H (-6.198, 4.072, -0.979)
C (-3.254, 2.575, -1.739)
C (0.554, -4.679, 1.272)
C (-0.632, -0.532, 4.542)
O (-0.833, -1.076, 0.296)
H (-4.182, 3.838, -4.744)
C (0.809, 2.367, -4.333)
C (0.086, -2.556, -4.546)
H (-3.259, -0.310, -2.537)
C (-3.738, -0.463, -1.571)
C (0.845, -3.905, 3.916)
C (-0.820, 0.920, 2.625)
H (5.936, 2.044, -2.083)
C (-1.981, -2.597, 1.697)
N (2.507, 0.295, -1.548)
C (-4.800, -1.344, -1.457)
H (0.434, -5.020, 0.256)
C (-4.221, 3.608, -3.688)
N (-0.334, -1.831, -2.206)

Summary:
2S+1: 4
Energy relative to the best compared isomer or geometry (same formula, charge and spin) in eV: 0.000
<S²>: 3.8082
Net charge: +2
HOMO (spin up / spin down) in eV: -11.75 / -11.75

***

A molecular structure, C67H60GeN4O3P2SV, computed with ωB97M-V with the def2-TZVPD basis set.

CARTESIAN COORDINATES (ANGSTROEM)
H (-0.723, -1.559, 4.525)
H (1.239, -3.772, -5.191)
H (7.909, 0.720, 4.969)
C (3.002, -3.173, 4.033)
C (5.369, 3.007, -0.799)
C (-1.740, -3.183, -0.496)
H (-2.232, 2.686, 2.839)
C (2.262, -1.317, -3.982)
H (0.932, -5.815, 5.986)
H (-0.584, -5.162, -5.852)
H (6.378, -2.335, 1.187)
C (4.625, -3.781, -1.309)
H (4.515, -2.002, -6.412)
C (5.779, -1.640, 3.749)
C (-1.320, 1.627, -2.694)
H (2.476, -2.835, -5.520)
N (-0.495, -0.635, 4.187)
C (4.157, 2.657, -1.375)
C (-4.890, 0.175, -0.574)
C (0.926, -4.366, 4.400)
H (5.737, 4.020, -0.905)
C (-0.922, -0.397, 2.913)
N (-0.904, 0.880, 2.550)
C (1.669, -3.421, 3.706)
H (8.589, -3.462, 4.371)
H (2.021, -0.532, 3.672)
H (0.431, -0.004, 5.918)
C (-2.581, 3.619, -2.457)
H (-3.874, -3.001, -0.312)
H (-2.074, 0.133, 6.286)
O (1.693, -0.487, 0.915)
C (-4.884, -0.063, -2.963)
H (-3.143, 3.519, 1.560)
C (3.570, -3.886, 5.088)
H (-3.131, 4.451, -2.878)
C (-1.514, 0.941, 5.812)
H (6.191, 0.034, 0.561)
C (-3.035, -0.917, -1.671)
H (1.182, -2.868, 2.910)
C (7.937, -2.599, 4.317)
C (-2.161, 3.155, 1.864)
H (-5.354, 0.094, -3.925)
H (2.508, -4.113, -1.299)
C (3.656, 1.365, -1.250)
C (2.817, 1.008, 2.424)
C (5.625, 0.771, 0.015)
H (-3.036, -3.389, -2.865)
H (2.159, -3.042, 0.886)
C (0.794, 4.584, -2.779)
C (2.876, -1.960, -5.055)
C (4.410, 0.418, -0.558)
C (-1.077, -2.553, -3.030)
O (1.401, 1.652, 0.569)
C (5.708, -3.281, -0.604)
H (9.409, -1.242, 5.097)
H (3.501, 0.179, 4.281)
H (6.306, -3.716, 3.511)
H (1.797, 1.556, -4.943)
N (-1.144, 1.513, -1.373)
H (-4.152, -5.163, 0.810)
Ge (3.976, -1.837, 2.993)
C (2.829, -4.832, 5.787)
H (0.075, -5.818, 0.633)
C (0.730, 4.669, -4.166)
C (-2.039, 2.644, -3.281)
P (-1.367, -1.637, -1.426)
C (4.244, -2.596, 1.206)
C (1.211, 3.413, -2.171)
H (-6.464, 0.875, -1.857)
C (3.161, -3.112, 0.483)
C (1.517, 2.400, -4.326)
H (5.601, 0.025, -5.454)
H (4.049, -0.601, -0.466)
C (-0.793, -5.209, 0.415)
H (-2.830, 4.255, -0.422)
C (-1.722, 2.427, -0.565)
H (4.597, -3.701, 5.380)
H (3.760, 1.402, 2.033)
H (-2.154, 1.403, 5.061)
H (0.514, 5.434, -2.169)
C (3.003, -0.174, 3.373)
H (0.284, 1.215, 4.656)
C (-2.062, -5.637, 0.789)
C (4.062, 0.279, -3.982)
H (4.770, -4.236, -2.281)
C (-0.243, 0.409, 5.164)
H (6.705, -3.343, -1.022)
H (7.052, 2.339, 0.352)
C (-3.161, -4.838, 0.520)
H (-3.175, -0.615, 0.454)
C (7.558, -0.254, 4.650)
C (-3.661, -0.462, -0.507)
C (-0.638, -3.993, -0.224)
H (3.284, -5.375, 6.606)
C (2.864, -0.174, -3.437)
O (1.088, -1.694, -3.361)
C (-5.505, 0.376, -1.804)
C (-2.418, 3.513, -1.089)
C (1.587, 2.307, -2.941)
C (-3.652, -0.704, -2.897)
P (2.104, 0.776, -2.052)
C (1.088, 3.575, -4.936)
C (-0.751, -4.420, -5.081)
C (6.106, 2.067, -0.099)
C (0.127, -2.605, -3.744)
H (-5.366, 0.515, 0.337)
H (-1.278, 1.685, 6.575)
C (4.672, -0.354, -5.050)
V (0.077, 0.252, -0.343)
H (4.528, 1.159, -3.560)
C (3.352, -3.704, -0.756)
H (-0.106, -4.542, 4.120)
C (-1.619, 2.174, 0.875)
C (6.645, -2.736, 3.831)
H (2.322, 1.830, 2.948)
H (-2.805, -4.958, -4.728)
H (1.042, 3.631, -6.016)
C (-3.004, -3.614, -0.121)
H (0.402, 5.585, -4.641)
C (1.940, 0.705, 1.240)
C (5.515, -2.702, 0.646)
H (-0.855, 0.855, -3.297)
C (0.295, -3.588, -4.722)
H (-1.495, 4.019, 1.951)
H (0.354, -3.647, -0.498)
C (1.508, -5.077, 5.442)
C (6.263, -0.401, 4.167)
H (-2.189, -6.582, 1.301)
H (-3.175, -1.032, -3.813)
C (8.398, -1.353, 4.724)
H (3.608, 3.410, -1.924)
H (-2.152, 2.675, -4.355)
H (1.250, 3.347, -1.088)
C (4.066, -1.475, -5.580)
H (5.625, 0.473, 4.117)
C (-1.979, -4.316, -4.454)
S (-1.466, -1.692, 1.959)
C (-2.107, -3.413, -3.420)
N (-1.072, 1.049, 1.214)

Summary:
2S+1: 4
Energy relative to the best compared isomer or geometry (same formula, charge and spin) in eV: 0.770
<S²>: 3.7631
Net charge: 0
HOMO (spin up / spin down) in eV: -6.71 / -7.00

***

A molecular structure, C67H61NO2P2ReSi, computed with ωB97M-V with the def2-TZVPD basis set.

CARTESIAN COORDINATES (ANGSTROEM)
C (4.695, -3.648, 0.416)
C (-3.549, -3.925, 3.870)
H (-3.302, -5.803, -0.822)
C (-0.824, 1.408, -3.884)
C (4.560, -1.406, -0.440)
C (5.471, -0.715, 3.585)
H (-3.634, -1.473, -4.832)
H (1.124, 5.601, -2.416)
H (-3.947, -2.994, 3.464)
C (-1.024, 1.012, -5.199)
H (2.731, -4.205, -5.058)
C (3.017, 2.056, -0.850)
H (0.893, -0.006, 5.289)
C (-1.876, -1.105, -1.964)
H (-0.267, -1.526, 6.859)
H (4.361, 1.260, -4.374)
C (1.538, 2.713, 2.989)
P (-0.445, -1.756, -1.053)
H (-1.856, 2.345, 1.313)
C (-2.013, -4.099, -0.947)
C (3.453, 0.469, -2.610)
O (-0.605, -2.234, 1.755)
C (3.168, -1.402, -0.216)
H (-1.622, -5.517, 5.025)
C (-1.047, 3.040, 3.956)
C (-1.297, -3.153, -0.221)
H (0.215, 4.523, -3.475)
H (-4.524, 0.928, -1.400)
H (3.694, 4.055, -1.200)
C (-4.091, 3.373, -1.008)
H (4.575, 3.550, -3.453)
C (-1.339, -3.209, 1.163)
C (1.763, -4.474, -3.164)
H (-3.014, 3.983, -3.752)
C (0.306, -0.837, 4.915)
C (-1.236, -3.000, 3.949)
H (-2.147, -6.314, 3.542)
H (-0.522, -5.623, 3.643)
H (0.708, -4.463, -1.298)
H (2.024, -5.522, -3.091)
C (4.474, -1.569, 4.032)
C (2.822, -0.339, 2.773)
C (-2.770, -5.076, 1.122)
C (-3.879, 0.230, -1.913)
H (2.559, 2.595, 2.658)
H (-5.106, 0.131, -3.670)
C (-2.660, 2.750, -5.451)
C (1.063, -1.796, -3.369)
C (5.156, 0.298, 2.688)
H (2.631, 2.288, 0.138)
H (-0.091, 0.895, -3.271)
C (-1.952, 1.680, -5.984)
C (-0.672, 1.832, 3.389)
H (0.487, 5.733, 0.126)
C (-5.214, 3.484, -0.200)
C (-1.097, -2.755, 5.311)
H (5.044, -0.525, -0.837)
P (1.078, -0.019, 2.329)
C (-4.203, -0.221, -3.187)
H (2.850, -4.522, 1.091)
C (0.636, -2.544, -2.270)
C (-2.098, -4.141, 3.406)
Re (0.568, 0.241, -0.059)
H (6.489, -0.838, 3.931)
C (4.000, 1.481, -3.378)
C (4.107, 2.769, -2.867)
C (1.009, -3.881, -2.160)
C (2.565, -2.540, 0.357)
H (2.123, -1.815, -5.232)
H (1.498, -2.542, 0.532)
H (0.797, -0.749, -3.443)
C (-0.527, 4.593, -1.426)
C (-3.918, 2.777, 1.694)
H (5.932, 0.952, 2.311)
H (1.836, 4.762, 3.531)
C (-2.743, -5.061, -0.268)
O (-0.273, 1.717, -0.795)
C (0.009, 4.753, 0.006)
C (-1.567, 5.673, -1.723)
H (-2.042, 3.153, 4.368)
H (3.628, 1.253, 1.559)
H (6.372, -2.522, -0.322)
H (1.334, 3.849, -2.287)
H (-0.798, 4.694, 0.742)
H (-2.478, 0.129, -0.300)
C (0.602, 4.636, -2.461)
C (-2.457, 3.137, -4.133)
C (2.157, -3.735, -4.269)
H (5.286, -4.523, 0.654)
N (2.403, -0.279, -0.500)
C (2.962, 0.753, -1.336)
H (-1.392, 1.025, 3.319)
C (-1.547, 2.456, -3.314)
H (-3.604, -3.875, 4.958)
H (-2.004, -4.085, -2.030)
C (-2.795, 2.671, 0.881)
H (-3.852, 2.541, 2.750)
C (-0.343, -1.689, 5.793)
C (-0.565, -2.130, 3.104)
H (-4.188, 3.591, -2.065)
H (2.401, -2.069, 3.990)
Si (-1.298, 2.852, -1.508)
H (-6.158, 3.800, -0.627)
C (3.322, -3.645, 0.664)
C (0.640, 1.645, 2.939)
H (3.401, -0.547, -2.982)
C (-2.858, 2.971, -0.482)
H (-4.189, -4.745, 3.540)
H (-2.121, 1.373, -7.009)
C (0.201, -1.063, 3.545)
C (-0.147, 4.096, 4.006)
C (1.136, 3.936, 3.504)
H (0.754, 3.985, 0.250)
H (-2.434, 5.610, -1.065)
H (4.718, -2.379, 4.707)
C (-3.375, -1.119, -3.842)
C (1.814, -2.391, -4.369)
H (-1.554, -2.248, -3.762)
C (-2.721, -0.217, -1.299)
H (-1.903, 5.647, -2.762)
H (-1.111, 6.658, -1.563)
H (-3.369, 3.289, -6.066)
H (-1.594, -3.407, 6.021)
C (3.158, -1.389, 3.625)
C (5.306, -2.523, -0.134)
C (-5.128, 3.194, 1.156)
H (-0.459, 0.184, -5.612)
C (-1.563, -5.481, 3.936)
H (-5.999, 3.288, 1.791)
C (3.611, 3.055, -1.605)
H (-3.365, -5.828, 1.626)
C (-2.063, -4.146, 1.877)
C (-2.208, -1.561, -3.238)
C (3.845, 0.474, 2.277)
H (-0.447, 5.043, 4.437)

Summary:
2S+1: 2
<S²>: 1.0461
Net charge: +2
HOMO (spin up / spin down) in eV: -12.94 / -12.94

***

no.,E_tot (eV),molecular weight (g mol⁻¹)
1,-159587.43393,1163.7
2,-194175.55181,1186.8
3,-104629.55674,1188.5